{"formula": "C4H11NO4P", "method": "the ωB97M-V functional and the def2-TZVPD basis", "species": ["C", "C", "C", "C", "N", "O", "O", "O", "O", "P", "H", "H", "H", "H", "H", "H", "H", "H", "H", "H", "H"], "positions_angstrom": [[1.3529, 0.4037, 1.7156], [-1.0927, 0.8373, 1.5474], [0.2128, 0.3053, -0.5769], [0.0597, 0.0161, 0.9808], [1.6989, -0.4473, -1.1406], [-2.3263, 0.5538, -1.7556], [-0.4325, -0.4205, -3.0568], [-1.5185, -1.7307, -1.1409], [-0.1055, -1.3446, 1.1124], [-1.1655, -0.3427, -1.5708], [1.4592, 1.4245, 2.0811], [1.4399, -0.1170, 2.6999], [2.1325, -0.0276, 1.2016], [-2.0128, 0.5488, 1.0556], [-0.9782, 0.6065, 2.5777], [-1.0521, 1.9989, 1.5829], [0.3937, 1.3543, -0.9805], [-0.7152, 0.1210, -3.7726], [1.6408, -0.6109, -2.0975], [1.6263, -1.4266, -0.8141], [-0.6172, -1.7021, 0.3512]], "total_charge": -1, "relative_energy_kj_mol": 50.9, "e_lumo_ha": 0.137, "energy_ev": -23298.6839, "orbital_gap_ha": 0.33064, "smiles": "CC(C)(O)[C@@H](N)[P@](=O)([O-])O"}